Version i
This record from the OMol25 dataset describes a cluster of 2 separate species, C12H16N2O in total. The level of theory is wB97M-V/def2-TZVPD.

```
31
Properties=species:S:1:pos:R:3
C 0.30 2.61 -1.28
C -0.38 -0.90 -2.41
C 0.36 -0.05 -1.51
C -0.10 1.24 -1.78
C -1.00 1.22 -2.84
C -0.38 -2.31 -2.38
C 0.62 -2.80 -1.55
C 1.06 -0.68 -0.49
C 1.24 -2.05 -0.53
N -1.15 -0.10 -3.24
H -1.54 -0.38 -4.12
H -1.07 -2.83 -3.05
H -1.37 2.10 -3.35
H 0.75 -3.89 -1.50
H 1.61 -0.13 0.30
H 0.46 3.28 -2.10
H 1.15 2.51 -0.60
H 1.88 -2.56 0.16
H -0.43 3.09 -0.58
C 0.27 -0.33 2.58
C 0.08 -1.12 3.90
C -0.06 1.07 3.02
O 0.74 1.75 3.63
N -1.24 1.68 2.60
H 1.31 -0.36 2.22
H -0.28 -0.80 1.76
H 0.74 -0.89 4.72
H -0.12 -2.20 3.79
H -1.54 2.61 2.83
H -2.06 1.08 2.52
H -1.05 -0.99 4.10
```

Its SMILES is Cc1c[nH]c2ccccc12.CCC(N)=O. The calculation puts the gap between HOMO and LUMO at 0.3106 Ha. The LUMO energy comes out at 0.769 eV.

***

Version ii
This record from the OMol25 dataset describes a cluster of 2 separate species, C12H16N2O in total. The level of theory is wB97M-V/def2-TZVPD.

```
31
Properties=species:S:1:pos:R:3
C -1.15 -2.87 1.05
C 0.61 -1.45 -0.08
C -0.38 -2.55 -0.17
C 1.29 -1.43 -1.32
C -0.37 -2.94 -1.49
C 0.82 -0.42 0.82
C 2.44 -0.68 -1.51
C 1.83 0.47 0.50
C 2.80 0.24 -0.54
N 0.71 -2.41 -2.15
H 0.05 -0.03 1.53
H -1.96 -3.60 0.94
H -1.51 -1.94 1.49
H -0.94 -3.73 -1.94
H 1.10 -2.65 -3.03
H 2.99 -0.86 -2.41
H 1.87 1.51 0.78
H 3.61 0.92 -0.68
H -0.38 -3.36 1.69
C -1.70 1.63 0.41
C -2.97 1.99 -0.28
C -0.87 2.75 1.09
O -0.03 3.37 0.48
N -1.18 2.92 2.41
H -1.91 0.85 1.18
H -0.93 1.24 -0.29
H -3.40 1.28 -1.00
H -2.75 2.89 -0.92
H -0.58 3.48 2.99
H -2.05 2.58 2.76
H -3.79 2.22 0.46
```

Its SMILES is Cc1c[nH]c2ccccc12.CCC(N)=O. The calculation puts the gap between HOMO and LUMO at 0.3119 Ha. The LUMO energy comes out at 0.753 eV.

***

Version iii
This record from the OMol25 dataset describes an isolated molecule of C12H16N2O. The level of theory is wB97M-V/def2-TZVPD.

```
31
Properties=species:S:1:pos:R:3
O -2.54 -2.06 0.54
C -1.69 -1.30 0.12
N -1.99 -0.03 -0.29
C -1.10 1.12 -0.17
C -1.97 2.19 0.50
H -1.99 2.02 1.58
C -3.34 1.91 -0.10
H -3.39 2.33 -1.11
C -3.38 0.39 -0.16
H -3.81 -0.04 0.75
H -3.96 0.01 -1.01
H -4.15 2.32 0.49
H -1.60 3.20 0.31
H -0.79 1.46 -1.16
H -0.21 0.87 0.41
N -0.37 -1.69 0.03
H -0.26 -2.64 0.36
C 0.58 -1.28 -0.97
C 1.77 -0.53 -0.41
C 2.61 0.16 -1.28
C 3.71 0.84 -0.79
C 3.98 0.85 0.57
C 3.14 0.17 1.44
C 2.04 -0.52 0.95
H 1.39 -1.04 1.62
H 3.35 0.17 2.50
H 4.84 1.38 0.95
H 4.36 1.37 -1.47
H 2.41 0.16 -2.34
H 0.07 -0.66 -1.72
H 0.96 -2.16 -1.50
```

Its SMILES is O=C(NCc1ccccc1)N1CCCC1. The calculation puts the gap between HOMO and LUMO at 0.3629 Ha. The LUMO energy comes out at 0.817 eV.

***

Relative energies, kcal/mol: version i 35.4; version ii 30.4; version iii 0.0.

***

Version i
This record from the OMol25 dataset describes a structure of composition C28H39ClN5O4SZr. The level of theory is wB97M-V/def2-TZVPD.

```
79
Properties=species:S:1:pos:R:3
Zr 0.46 1.41 0.48
C 1.08 5.32 0.50
C 0.24 4.31 1.22
C -1.04 3.98 0.77
C -1.84 3.07 1.47
C -1.36 2.49 2.65
C -0.06 2.78 3.08
C 0.72 3.69 2.38
H 0.92 6.32 0.92
H 0.82 5.35 -0.56
H 2.14 5.09 0.58
H -1.41 4.43 -0.13
H -2.83 2.84 1.12
H -1.98 1.81 3.21
H 0.31 2.32 3.99
H 1.72 3.92 2.73
Cl 7.81 1.46 0.70
C 6.11 1.73 0.47
C 5.68 2.84 -0.26
C 4.34 3.06 -0.45
C 3.36 2.20 0.07
O 2.09 2.50 -0.15
C 3.80 1.07 0.84
C 3.01 0.08 1.52
O 1.78 -0.04 1.59
C 5.19 0.87 1.01
H 6.41 3.52 -0.68
H 4.01 3.92 -1.01
H 3.60 -0.67 2.06
H 5.54 0.03 1.58
O 0.98 -0.05 -0.46
C -2.30 2.98 -4.29
N -1.24 2.11 -3.82
C -0.56 1.29 -4.65
C 0.42 0.48 -4.21
C 0.77 0.46 -2.81
N 0.04 1.33 -1.95
C -0.94 2.12 -2.46
O -1.59 2.87 -1.73
N 1.74 -0.36 -2.44
H -2.36 2.90 -5.38
H -2.10 4.01 -4.01
H -3.25 2.69 -3.85
H -0.85 1.32 -5.69
H 0.94 -0.18 -4.88
H 2.42 -0.57 -3.17
H 2.04 -0.05 -1.16
C -2.71 -4.71 -1.33
C -3.29 -3.55 -2.15
C -3.11 -2.18 -1.50
C -1.66 -1.73 -1.35
N -1.02 -2.19 -0.12
C -1.02 -1.52 1.02
S -1.74 0.05 1.23
N -0.40 -2.06 2.06
C 0.27 -3.36 2.10
C -0.68 -4.55 2.21
C -1.31 -4.75 3.59
C -2.37 -3.71 3.97
H -2.96 -5.67 -1.79
H -3.12 -4.71 -0.32
H -1.62 -4.66 -1.27
H -4.35 -3.73 -2.31
H -2.83 -3.54 -3.14
H -3.60 -2.16 -0.52
H -3.63 -1.44 -2.11
H -1.59 -0.65 -1.36
H -1.05 -2.10 -2.18
H -0.57 -3.09 -0.14
H -0.43 -1.51 2.90
H 0.95 -3.33 2.95
H 0.89 -3.44 1.20
H -0.09 -5.45 1.97
H -1.46 -4.48 1.45
H -0.53 -4.77 4.35
H -1.78 -5.73 3.60
H -1.93 -2.73 4.17
H -2.90 -4.01 4.87
H -3.11 -3.59 3.17
```

As for the total charge: +1. The calculation puts the gap between HOMO and LUMO at 0.2873 Ha. The LUMO energy comes out at -2.997 eV.

***

Version ii
This record from the OMol25 dataset describes a structure of composition C28H39ClN5O4SZr. The level of theory is wB97M-V/def2-TZVPD.

```
79
Properties=species:S:1:pos:R:3
Zr -0.92 -0.49 0.00
C 1.52 1.72 2.57
C 1.30 1.61 1.09
C 0.40 2.46 0.44
C 0.18 2.37 -0.92
C 0.87 1.43 -1.67
C 1.77 0.58 -1.05
C 1.98 0.67 0.32
H 2.29 2.46 2.78
H 1.85 0.76 2.98
H 0.60 2.01 3.07
H -0.14 3.20 1.03
H -0.53 3.04 -1.40
H 0.72 1.38 -2.74
H 2.33 -0.14 -1.63
H 2.68 0.00 0.80
Cl 1.61 -5.22 5.30
C 1.03 -3.94 4.28
C 0.44 -2.81 4.86
C -0.02 -1.77 4.08
C 0.07 -1.83 2.68
O -0.36 -0.84 1.96
C 0.67 -2.98 2.10
C 0.85 -3.07 0.70
O 0.47 -2.25 -0.15
C 1.15 -4.02 2.92
H 0.36 -2.76 5.94
H -0.48 -0.90 4.53
H 1.40 -3.95 0.33
H 1.61 -4.89 2.46
O -2.37 -1.46 -0.10
C -3.81 2.90 2.92
N -3.77 2.49 1.52
C -4.76 2.78 0.64
C -4.73 2.34 -0.63
C -3.61 1.55 -1.02
N -2.61 1.30 -0.18
C -2.68 1.73 1.11
O -1.80 1.42 1.90
N -3.54 1.07 -2.27
H -4.71 3.50 3.08
H -2.93 3.50 3.16
H -3.82 2.03 3.56
H -5.58 3.37 1.03
H -5.53 2.56 -1.32
H -4.38 1.09 -2.82
H -2.85 0.36 -2.48
C 1.41 -3.71 -6.19
C 1.79 -4.56 -4.99
C 2.39 -3.80 -3.81
C 1.45 -2.83 -3.10
N 1.28 -1.59 -3.87
C 0.20 -0.81 -3.84
S -1.08 -1.13 -2.75
N 0.16 0.17 -4.75
C -0.94 1.11 -5.01
C -1.14 1.34 -6.50
C -1.96 0.27 -7.22
C -1.38 -1.14 -7.17
H 1.12 -4.33 -7.04
H 2.25 -3.09 -6.52
H 0.56 -3.05 -5.97
H 2.53 -5.31 -5.31
H 0.92 -5.12 -4.64
H 3.29 -3.26 -4.13
H 2.73 -4.52 -3.06
H 1.85 -2.59 -2.11
H 0.47 -3.27 -2.94
H 1.98 -1.41 -4.57
H 0.90 0.20 -5.44
H -0.72 2.05 -4.50
H -1.84 0.70 -4.56
H -0.17 1.47 -6.98
H -1.65 2.30 -6.61
H -2.07 0.58 -8.26
H -2.97 0.26 -6.80
H -0.34 -1.15 -7.50
H -1.94 -1.81 -7.81
H -1.42 -1.55 -6.16
```

As for the total charge: +1. The calculation puts the gap between HOMO and LUMO at 0.2879 Ha. The LUMO energy comes out at -2.548 eV.

***

Relative energies, kcal/mol: version i 80.5; version ii 0.0.